The following is a DFT calculation (ωB97M-V/def2-TZVPD) of C6H12N2O as an isolated structure in a non-equilibrium geometry.

As for the energy: -420.40958 Eh. As for the molar mass: 128.2 g/mol. The value obtained for the HOMO energy is -7.908 eV. Its spin multiplicity is 1. Its strongest force on any atom is 0.072 Eh/bohr. The gap between HOMO and LUMO comes out at 8.8 eV. The energy above the lowest of the compared OMol25 structures with the same formula, charge and spin comes out at 4.744 eV.

Each line ends with the Löwdin charge.
Geometry (Å):
O -0.246 0.471 -0.967  -0.114
N 0.184 1.379 0.001  -0.097
N -0.031 1.334 2.562  0.139
C 1.639 -0.990 -0.599  -0.039
C -0.610 -1.786 -1.535  -0.026
C -0.472 -0.806 1.257  -0.016
C 0.150 -0.786 -0.710  -0.461
C -0.218 0.513 1.649  -0.268
C -0.479 2.642 -0.209  -0.115
H -0.046 3.197 -1.048  0.078
H -1.555 2.526 -0.382  0.078
H 0.142 -1.584 1.698  0.092
H -0.184 -1.871 -2.541  0.091
H -1.512 -1.051 1.071  0.093
H -0.556 -2.769 -1.067  0.087
H 2.056 -0.348 0.169  0.075
H 1.857 -2.032 -0.368  0.085
H -0.325 3.208 0.709  0.069
H -1.656 -1.488 -1.626  0.088
H 2.112 -0.729 -1.553  0.095
H -0.249 0.972 3.490  0.067

---

The following is a DFT calculation (ωB97M-V/def2-TZVPD) of C36H40F5N6OPReSe2Te as an isolated structure in a non-equilibrium geometry.

Its expectation value of S² is 3.77. As for the energy: -7789.11490 Eh. As for the molar mass: 1170.4 g/mol. The value obtained for the HOMO energy (alpha / beta) is -13.510 / -13.508 eV. Its spin multiplicity is 4. Its charge is +2. Its strongest force on any atom is 0.028 Eh/bohr. The gap between HOMO and LUMO (alpha / beta) comes out at 7.8 / 6.5 eV. The energy above the lowest of the compared OMol25 structures with the same formula, charge and spin comes out at 1.262 eV.

Each line ends with the Löwdin charge.
Geometry (Å):
Re -0.312 -1.070 -0.378  1.423
Te 3.079 -0.079 -0.814  1.661
Se 3.464 -0.719 1.660  0.678
Se -0.053 -2.772 1.505  0.519
P 2.202 -2.609 1.649  0.472
F 4.074 1.347 0.002  -0.492
F 1.973 -0.253 -2.405  -0.413
F 4.174 0.556 -2.181  -0.359
F 1.740 1.247 -0.518  -0.393
F 3.830 -1.716 -1.355  -0.387
O 1.583 -1.328 -0.268  -0.962
N -1.751 -3.823 -3.162  0.158
N -2.457 -1.353 -0.535  -0.055
N -0.721 0.557 -1.702  -0.054
N -0.528 -2.524 -1.911  -0.063
N -4.160 -2.406 -1.412  0.155
N -0.511 0.572 0.932  -0.072
C -2.826 -2.276 -1.417  -0.235
C 2.971 -3.851 0.596  -0.418
C 2.278 -5.113 4.837  -0.052
C -4.669 -1.528 -0.483  -0.017
C -1.030 1.726 -1.111  -0.184
C -1.178 3.819 4.834  -0.052
C -1.769 -2.910 -2.181  -0.237
C 2.773 -4.326 5.870  -0.051
C -0.439 -4.018 -3.538  -0.006
C -1.260 2.826 1.133  0.071
C -3.603 -0.881 0.059  -0.060
C 2.113 -4.575 3.574  -0.099
C -0.674 5.248 2.850  -0.024
C -1.292 2.807 -3.251  -0.110
C 4.968 -5.018 -0.040  -0.041
C -0.552 1.653 3.063  0.049
C 2.443 -3.238 3.337  -0.436
C -2.974 4.275 3.160  -0.028
C 0.318 -3.201 -2.755  -0.062
C -1.320 2.850 -1.859  0.085
C 2.853 -5.624 -1.015  -0.063
C -0.297 4.379 -4.882  -0.021
C -2.695 3.658 -5.117  -0.031
C -1.467 4.030 3.348  -0.554
C -2.029 5.225 -3.293  -0.053
C 3.102 -3.000 5.640  -0.057
C -1.583 4.019 -4.119  -0.554
C 2.935 -2.453 4.375  -0.114
C -0.955 1.727 0.366  -0.185
C 4.345 -4.042 0.718  -0.084
C -0.659 0.501 -3.040  -0.080
C -0.290 0.566 2.254  -0.098
C -0.941 1.587 -3.832  0.038
C 2.222 -4.645 -0.262  -0.124
C -1.084 2.816 2.520  -0.112
C 4.224 -5.805 -0.909  -0.047
H -2.543 -4.301 -3.562  0.180
H -0.114 3.668 5.022  0.095
H -3.581 -0.125 0.824  0.124
H 6.036 -5.163 0.048  0.120
H 0.515 4.622 -4.194  0.099
H 3.192 -1.413 4.215  0.054
H -3.601 3.337 -4.600  0.095
H -1.246 5.567 -2.615  0.092
H 0.035 3.564 -5.526  0.087
H 4.716 -6.566 -1.500  0.116
H -1.734 2.973 5.240  0.093
H 1.382 -3.034 -2.737  0.131
H -0.888 5.481 1.806  0.081
H -3.555 3.406 3.474  0.095
H -1.622 3.721 0.651  0.117
H -2.933 5.011 -2.718  0.094
H 2.905 -4.751 6.856  0.117
H -3.281 5.124 3.770  0.098
H 0.400 5.085 2.952  0.100
H -2.389 2.869 -5.804  0.082
H -0.166 -4.706 -4.318  0.138
H 0.098 -0.350 2.672  0.053
H -0.337 1.570 4.117  0.121
H -0.942 6.121 3.445  0.099
H -2.257 6.052 -3.965  0.098
H -0.481 5.250 -5.511  0.099
H 2.274 -6.256 -1.676  0.109
H 1.746 -5.199 2.767  0.107
H -4.711 -3.036 -1.974  0.181
H -3.224 4.504 2.123  0.083
H -0.337 -0.436 -3.471  0.112
H 4.928 -3.430 1.395  0.106
H 1.151 -4.510 -0.328  0.053
H -1.540 3.778 -1.358  0.107
H -1.484 4.707 5.386  0.098
H -0.853 1.483 -4.903  0.129
H -2.942 4.536 -5.714  0.097
H 2.030 -6.151 5.017  0.116
H 3.492 -2.390 6.443  0.116
H -5.723 -1.446 -0.286  0.137

---

The following is a DFT calculation (ωB97M-V/def2-TZVPD) of a 2-piece molecular cluster, C4H9NO2 overall.

As for the energy: -362.91836 Eh. As for the molar mass: 103.1 g/mol. The value obtained for the HOMO energy is -9.393 eV. Its spin multiplicity is 1. Its strongest force on any atom is 0.007 Eh/bohr. The gap between HOMO and LUMO comes out at 10.2 eV. The energy above the lowest of the compared OMol25 structures with the same formula, charge and spin comes out at 4.549 eV.

Each line ends with the Löwdin charge.
Geometry (Å):
O 1.213 -0.089 0.503  -0.196
O -2.241 0.255 -1.668  -0.060
N -0.549 1.385 -0.914  0.089
C -0.525 -0.707 -1.045  0.064
C 1.777 -0.275 1.776  -0.115
C -1.735 1.383 -1.416  -0.442
C 0.066 -0.862 0.319  -0.290
H 0.190 -0.604 -1.854  0.107
H -0.071 2.251 -0.690  0.080
H -2.309 2.293 -1.630  0.128
H 2.659 0.366 1.836  0.090
H -1.252 -1.493 -1.228  0.092
H 2.083 -1.320 1.940  0.089
H 0.317 -1.939 0.410  0.137
H 1.074 0.007 2.576  0.091
H -0.698 -0.649 1.085  0.137

---

The following is a DFT calculation (ωB97M-V/def2-TZVPD) of a 2-piece molecular cluster, C2H8S3 overall in a non-equilibrium geometry.

As for the SMILES: CSS.CS. As for the energy: -1275.52323 Eh. As for the molar mass: 128.3 g/mol. The value obtained for the HOMO energy is -8.249 eV. Its spin multiplicity is 1. Its strongest force on any atom is 0.031 Eh/bohr. The gap between HOMO and LUMO comes out at 8.6 eV. The energy above the lowest of the compared OMol25 structures with the same formula, charge and spin comes out at 0.642 eV.

Each line ends with the Löwdin charge.
Geometry (Å):
S 2.082 0.379 -0.276  0.352
S -3.323 0.455 -0.072  0.611
S 3.707 -0.905 -0.584  0.298
C 0.766 -0.868 -0.382  -0.495
C -1.833 1.031 0.843  -0.464
H 1.179 -1.809 -0.719  0.012
H -2.712 -0.325 -0.974  -0.183
H -2.102 2.025 1.181  0.020
H 4.623 0.025 -0.287  -0.202
H -1.112 1.191 0.052  -0.003
H -1.620 0.315 1.628  0.024
H -0.015 -0.495 -1.024  0.008
H 0.360 -1.018 0.614  0.022

---

The following is a DFT calculation (ωB97M-V/def2-TZVPD) of C33H26AsF6IrN4O2S2 as an isolated structure in a non-equilibrium geometry.

Its expectation value of S² is 6.04. As for the energy: -5378.22289 Eh. As for the molar mass: 955.9 g/mol. The value obtained for the HOMO energy (alpha / beta) is -5.581 / -7.003 eV. Its spin multiplicity is 5. Its strongest force on any atom is 0.080 Eh/bohr. The gap between HOMO and LUMO (alpha / beta) comes out at 2.8 / 4.3 eV. The energy above the lowest of the compared OMol25 structures with the same formula, charge and spin comes out at 3.651 eV.

Each line ends with the Löwdin charge.
Geometry (Å):
Ir 0.854 -0.052 0.553  1.022
As 2.035 2.369 -2.089  0.824
S 2.093 1.436 1.892  0.749
S 0.048 -1.812 2.474  0.711
F 1.995 1.167 -3.364  -0.240
F 1.933 3.405 -0.677  -0.263
F 0.535 1.485 -1.395  -0.387
F 3.421 3.157 -2.691  -0.203
F 2.944 1.188 -1.124  -0.309
F 0.890 3.354 -2.934  -0.230
O 1.941 -2.745 -2.219  0.197
O -1.288 0.290 -3.748  0.191
N 0.220 -1.135 -2.580  0.090
N -1.068 -1.249 -0.448  -0.161
N 7.858 -6.661 2.557  0.153
N -0.831 1.280 1.258  -0.287
C -0.550 1.361 2.673  -0.350
C 5.939 -5.102 1.899  -0.243
C 0.106 1.713 5.363  -0.078
C 6.186 -4.066 0.992  -0.023
C -2.061 0.564 0.898  -0.169
C -0.873 2.660 0.749  -0.060
C -1.537 1.352 3.644  -0.031
C 0.251 -1.182 -4.938  -0.063
C -0.004 -1.103 -6.319  0.038
C -0.392 -0.509 -3.885  -0.267
C 2.896 -2.417 0.879  -0.124
C 6.991 -5.971 2.263  -0.204
C -2.762 -4.511 1.696  -0.088
C 0.790 1.535 3.067  -0.594
C 2.107 -1.532 0.579  -0.344
C 5.175 -3.200 0.647  -0.014
C 1.687 -2.802 -6.701  -0.021
C -1.696 -3.821 2.227  -0.124
C -2.801 -2.973 -0.139  -0.050
C -1.209 1.501 4.982  -0.070
C 1.325 -2.132 -3.059  -0.257
C -1.681 -2.306 0.349  -0.289
C -1.164 -2.691 1.593  -0.596
C 1.242 -2.100 -4.459  -0.061
C 0.698 -1.915 -7.174  -0.024
C -3.353 -4.053 0.527  -0.094
C 3.894 -3.354 1.195  -0.237
C 1.969 -2.890 -5.364  0.037
C -0.808 -1.808 -1.780  -0.113
C 1.099 1.755 4.405  -0.104
C 3.646 -4.400 2.095  -0.010
C -1.965 -0.074 -0.493  -0.155
C 4.663 -5.262 2.446  -0.022
H 0.107 3.130 0.838  0.068
H -2.571 1.229 3.360  0.113
H -0.463 -2.836 -1.631  0.157
H -1.154 2.674 -0.303  0.088
H -2.975 -0.375 -0.801  0.130
H 2.226 -3.409 -7.413  0.119
H 0.704 -0.410 -2.036  0.108
H 4.484 -6.060 3.151  0.118
H 0.359 1.846 6.402  0.104
H -3.266 -2.653 -1.059  0.106
H -2.926 1.237 0.919  0.135
H 2.722 -3.561 -4.985  0.135
H 0.497 -1.880 -8.234  0.118
H 5.347 -2.394 -0.049  0.120
H -0.759 -0.423 -6.683  0.134
H -1.241 -4.142 3.149  0.094
H -3.142 -5.396 2.186  0.104
H -2.226 -0.239 1.623  0.110
H 2.661 -4.513 2.523  0.117
H -1.594 0.635 -1.238  0.097
H -1.989 1.457 5.725  0.103
H -4.223 -4.546 0.120  0.098
H -1.600 3.254 1.315  0.109
H 2.131 1.915 4.671  0.101
H -1.722 -1.808 -2.394  0.145
H 7.174 -3.947 0.575  0.118